21
Properties=species:S:1:pos:R:3:forces:R:3:nbo_charge:R:1 method="wB97M-V/def2-TZVPD" total_energy_ev=-12912.97107 homo_lumo_gap_ev=9.262 charge=0 lumo_energy_ev=0.4 largest_force_ev_per_a=4.06
C -0.12928 -1.22610 2.68817 -0.26 -0.25 0.16 -0.435
N 0.04010 -0.13261 1.76219 -0.01 0.03 -0.68 -0.434
C -0.12318 -0.26790 0.50232 0.08 0.02 0.65 0.324
C -0.39915 -1.56247 -0.17521 0.20 -3.35 -2.29 0.450
N 0.08318 -2.60309 -0.59130 -0.82 0.80 0.29 -0.558
N 0.02628 0.76973 -0.36055 -0.34 0.24 -0.16 -0.397
C 0.55378 2.09220 -0.02718 0.13 0.13 0.40 -0.196
C 0.95305 2.26856 -1.50881 0.09 0.17 -0.13 -0.417
C 0.57169 0.78670 -1.72703 -0.07 -0.30 -0.29 -0.202
H 0.84704 -1.51028 3.10927 -0.26 0.12 -0.15 0.210
H -0.75848 -0.89152 3.52566 0.19 -0.08 -0.21 0.205
H -0.59263 -2.12603 2.25386 0.12 0.14 0.03 0.180
H -0.19771 2.78607 0.37457 0.21 -0.21 -0.09 0.202
H 1.40316 2.03999 0.67161 -0.23 0.01 -0.15 0.201
H 0.31654 2.97166 -2.05677 0.17 -0.20 0.13 0.213
H 2.00555 2.51187 -1.68507 -0.28 -0.05 0.03 0.215
H 1.43024 0.11092 -1.85615 -0.20 0.16 0.02 0.196
H -0.17272 0.58670 -2.50941 0.20 0.00 0.22 0.207
O -2.08274 -2.01397 -0.94208 0.67 2.21 0.54 -0.978
H -2.63325 -1.56983 -0.27292 -0.85 -1.18 -0.30 0.491
H -1.14147 -3.02059 -1.17516 1.26 1.58 1.95 0.523